33
Properties=species:S:1:pos:R:3 method="wB97M-V/def2-TZVPD" spin_multiplicity=1 gap_ev=8.510 homo_ev=-8.3 fmax_ev_per_a=4.9 lumo_energy_ev=0.176 smiles="CC(C)(C)[C@@H](N)/C=C/c1ccc(Cl)cc1Cl"
Cl -1.2055 -4.7811 -4.6193
Cl -0.8764 -4.2397 0.7494
C -0.4169 -1.2759 0.0934
C -0.5340 0.0857 0.2551
C -0.8746 -2.2775 -3.3578
C -1.0603 -4.2352 -1.9447
C -0.8434 -1.4336 -2.2100
C -1.0313 -3.6778 -3.2351
C -0.8717 -3.4682 -0.8208
C -0.8038 -2.1004 -0.9583
N -0.8069 0.5580 2.4687
C -0.2873 3.2424 1.4238
C 1.2936 2.2094 -0.3181
C 2.1404 2.0691 1.9586
C 0.2011 0.7064 1.4425
C 0.8029 2.0810 1.1719
H -0.0815 -1.7679 0.9869
H -0.9378 0.7479 -0.5153
H -0.7152 -1.9517 -4.3467
H -1.2172 -5.2922 -1.7816
H -0.5653 -0.3039 -2.3106
H -1.7598 0.3982 2.0469
H -0.7721 1.2852 3.1021
H -0.2614 3.4366 2.4978
H -1.2512 2.8966 1.0601
H 0.0135 4.0926 0.8634
H 2.0327 3.0104 -0.5040
H 1.7572 1.2437 -0.5502
H 0.4798 2.5028 -0.9150
H 2.9579 1.5354 1.5058
H 1.9097 1.5987 2.9614
H 2.5184 3.0638 2.2251
H 1.0666 0.0410 1.5751



12
Properties=species:S:1:pos:R:3 method="wB97M-V/def2-TZVPD" de_lowest_ev=3.755 spin_multiplicity=1 gap_ev="7.030 / 7.064" homo_ev="-11.5 / -11.5" fmax_ev_per_a=4.8 lumo_energy_ev="-4.432 / -4.433"
C 1.6536 -1.0298 0.7482
C -1.0905 1.0293 -1.3674
N 0.7226 -0.5102 -0.0784
O -1.7071 -1.2736 0.3857
F 1.7592 -0.2150 1.8685
F 2.8764 -1.1577 0.1203
F 1.3488 -2.2866 1.3348
F -2.3717 1.3061 -1.3898
F -0.3986 2.0565 -1.0274
F -0.8465 0.5393 -2.5762
F -1.1791 1.8034 1.8289
S -0.7671 -0.2618 0.1527



10
Properties=species:S:1:pos:R:3 method="wB97M-V/def2-TZVPD" de_lowest_ev=1.103 spin_multiplicity=1 gap_ev=6.967 charge=-1 homo_ev=-2.6 fmax_ev_per_a=3.2 lumo_energy_ev=4.340
S -0.6989 -0.2444 2.5881
H -1.6665 -1.1771 2.7342
C -0.5541 0.7949 -0.8335
C 1.2646 -0.6517 -0.5496
N 0.6444 0.0750 -1.3870
H -0.5337 1.7271 -1.3953
H -0.2238 0.9864 0.1895
H -1.4175 0.1523 -0.9187
H 2.1195 -1.1933 -0.9468
H 1.0661 -0.4694 0.5190



19
Properties=species:S:1:pos:R:3 method="wB97M-V/def2-TZVPD" de_lowest_ev=4.193 spin_multiplicity=1 gap_ev="7.610 / 7.607" homo_ev="-8.2 / -8.2" fmax_ev_per_a=4.2 lumo_energy_ev="-0.576 / -0.578"
C 1.5005 -0.6008 0.2334
C 0.2181 -0.2645 0.7276
C 2.3980 0.5827 0.1202
C -0.8137 -1.2354 1.2704
C -2.0644 0.7985 -1.8829
N 1.1487 -1.3608 -1.0251
N -0.8820 0.1203 -1.4653
P 0.2461 -0.7696 -2.1607
H 1.9923 -1.5225 0.6272
H 0.0119 0.7152 0.7164
H 2.6362 0.9625 1.0684
H 1.8929 1.3628 -0.2722
H 3.4215 0.2889 -0.2740
H -0.6746 -2.1009 0.6651
H -1.9245 -0.8508 1.3097
H -0.5474 -1.6460 2.3542
H -2.0205 1.5132 -2.6924
H -3.0334 0.1399 -1.7934
H -2.2864 1.3963 -1.0495



32
Properties=species:S:1:pos:R:3 method="wB97M-V/def2-TZVPD" de_lowest_ev=2.097 spin_multiplicity=1 gap_ev=8.480 homo_ev=-9.4 fmax_ev_per_a=4.3 lumo_energy_ev=-0.908 smiles="C=CCC[C@H]1CC=C[C@H]2C(=O)C=CC(=O)[C@@H]12"
O -1.8791 -1.0889 -3.8844
O -2.1176 0.3325 1.2550
C -1.7971 -0.7516 -2.7135
C -1.9521 0.0765 0.0541
C 3.3311 3.0618 1.8059
C -2.9930 -0.1686 -2.1659
C -3.1097 0.1997 -0.8394
C 2.0798 2.5350 1.9514
C -0.1472 -2.9070 -0.1507
C -0.5612 -2.4975 -1.4380
C 1.3196 1.7942 0.8929
C 0.2240 -1.9181 0.9486
C -0.5974 -1.0202 -1.8515
C 1.0223 0.3894 1.4103
C -0.5424 -0.0464 -0.6226
C 0.6058 -0.5742 0.3043
H 3.8852 3.0809 0.8608
H 3.7597 3.6388 2.6082
H -3.8028 -0.0515 -2.8701
H -3.9869 0.6935 -0.4435
H 1.6508 2.6193 2.9490
H -0.1302 -3.9687 0.0800
H -0.7526 -3.2486 -2.1758
H 1.9257 1.7825 -0.0188
H 0.3511 2.2561 0.6354
H 1.0792 -2.3023 1.5113
H -0.6050 -1.8113 1.6040
H 0.3045 -0.7905 -2.4332
H 1.9344 -0.0100 1.8609
H 0.2549 0.4746 2.1909
H -0.2732 0.9401 -1.0134
H 1.5194 -0.7195 -0.3022



27
Properties=species:S:1:pos:R:3 method="wB97M-V/def2-TZVPD" de_lowest_ev=1.571 spin_multiplicity=1 gap_ev=8.989 charge=+1 homo_ev=-12.0 fmax_ev_per_a=4.3 lumo_energy_ev=-3.054
C 0.9856 -0.4472 -0.4485
N -0.0737 0.4549 -0.3091
C -1.2480 -0.0039 0.4668
C -1.0996 0.0910 2.0293
C -0.3429 1.3964 2.5227
N 0.9093 0.7348 3.1273
C 1.7337 -0.0728 -1.7586
N 0.8624 -0.6347 -2.8680
H 0.5582 -1.4936 -0.4608
H 1.8853 -0.4177 0.3473
H 0.2812 1.3435 0.0899
H -1.3355 -1.1152 0.2451
H -2.0347 0.5959 -0.0518
H -2.1895 0.2782 2.3028
H -0.8464 -0.8464 2.5522
H -0.1397 2.1162 1.6344
H -0.8923 2.0283 3.2580
H 1.7291 1.2582 2.8508
H 0.8578 0.6708 4.1511
H 1.9192 1.0086 -1.9516
H 2.7159 -0.5070 -1.8499
H 0.9071 -0.0837 -3.7293
H -0.0567 -0.5351 -2.5587
H 1.0975 -1.6719 -3.1098
H -1.9904 -1.5890 -1.3414
H -2.4888 -1.3002 -2.8817
O -1.7041 -1.2583 -2.2585



68
Properties=species:S:1:pos:R:3 method="wB97M-V/def2-TZVPD" de_lowest_ev=0.000 spin_multiplicity=1 gap_ev=8.360 charge=+1 homo_ev=-12.0 fmax_ev_per_a=0.5 lumo_energy_ev=-3.600
C 0.0961 -0.5269 1.3874
C -1.1336 -0.6355 0.4806
C -2.2079 0.4324 0.7956
C -3.4825 -0.1723 1.3844
C -4.6582 0.8120 1.4215
C -5.9644 0.1458 1.9215
P -6.9405 -0.6520 0.6763
Cl -5.9629 -1.9203 -0.4398
H -0.1967 -0.4181 2.4351
H 0.7157 -1.4233 1.2862
H 0.7140 0.3194 1.0791
H -1.5789 -1.6279 0.6364
H -0.8317 -0.5733 -0.5692
H -2.4852 0.9677 -0.1218
H -1.7887 1.1735 1.4852
H -3.3245 -0.5115 2.4130
H -3.7427 -1.0495 0.7830
H -4.7966 1.3326 0.4680
H -4.4258 1.5777 2.1692
H -5.7415 -0.5725 2.7184
H -6.6553 0.9016 2.3276
H -7.5317 0.2743 -0.1812
H -7.9854 -1.3604 1.2694
C -2.4789 -3.7910 3.9478
Cl -0.8006 -3.7195 3.4512
Cl -2.7676 -2.7760 5.3593
Cl -3.5423 -3.2811 2.6134
H -2.7332 -4.8112 4.2043
C 1.7492 3.6111 0.6577
Cl 2.0801 2.2442 -0.4048
Cl 0.1317 3.4917 1.3637
Cl 2.9737 3.7446 1.9119
H 1.7803 4.5115 0.0572
C 2.7755 -5.5356 4.2545
Cl 1.7744 -6.8643 3.6808
Cl 4.4473 -6.0409 4.4678
Cl 2.6686 -4.1534 3.1565
H 2.3933 -5.2212 5.2178
C 5.4727 4.2268 -2.3629
Cl 6.4566 5.6700 -2.6025
Cl 5.8763 3.4215 -0.8517
Cl 3.7529 4.6347 -2.4195
H 5.6758 3.5436 -3.1773
C -1.8821 -0.9368 -3.3503
Cl -3.2619 -1.4800 -2.3740
Cl -1.3642 0.6766 -2.8849
Cl -0.5789 -2.1050 -3.1835
H -2.2014 -0.9084 -4.3839
C -1.0273 -5.1458 -1.1401
Cl -0.7453 -6.7765 -1.7295
Cl -2.7245 -4.9193 -0.6819
Cl 0.0349 -4.7621 0.2100
H -0.8173 -4.4487 -1.9395
C 4.1418 7.1069 -5.4442
Cl 4.1871 5.8688 -6.7016
Cl 5.1415 8.4856 -5.8813
Cl 2.4789 7.6060 -5.1149
H 4.5394 6.6719 -4.5358
C 1.3420 -9.3261 7.5032
Cl 2.3728 -8.1035 6.7573
Cl -0.2866 -8.6959 7.7657
Cl 1.3017 -10.7892 6.5250
H 1.7608 -9.5769 8.4688
C 5.9775 10.5219 -9.3033
Cl 6.4320 9.1559 -10.3197
Cl 4.2636 10.4675 -8.8988
Cl 6.9832 10.5834 -7.8518
H 6.1552 11.4310 -9.8622



9
Properties=species:S:1:pos:R:3 method="wB97M-V/def2-TZVPD" de_lowest_ev=1.984 spin_multiplicity=1 gap_ev=9.708 homo_ev=-9.4 fmax_ev_per_a=7.2 lumo_energy_ev=0.260 smiles="C=NN=C=O.Br"
C -1.5343 1.3258 2.9538
C -2.2866 0.1435 -0.7767
N -1.8815 1.0055 1.7979
N -1.6754 0.3391 0.4024
O -1.3618 1.7239 4.0219
Br 5.3350 1.0228 0.4182
H -3.2768 0.4718 -1.0602
H -1.6595 -0.4378 -1.4287
H 5.7278 0.1811 1.4682



18
Properties=species:S:1:pos:R:3 method="wB97M-V/def2-TZVPD" spin_multiplicity=3 gap_ev="8.696 / 5.272" homo_ev="-8.1 / -9.7" fmax_ev_per_a=5.1 lumo_energy_ev="0.601 / -4.422"
C -3.0174 0.0901 -0.5888
C -2.6168 0.1205 0.6574
C -1.3119 -1.2604 -0.4198
C 2.7537 1.2359 0.5138
C 1.7597 0.7278 -0.5992
N -2.2390 -0.8017 -1.2685
N -1.5429 -0.7490 0.7857
O 0.3415 -3.0190 0.4142
O 1.2410 -0.4674 -0.4184
F 2.0742 1.5977 1.5930
F 3.6157 0.3144 0.9129
F 2.5641 0.8845 -1.7521
F 0.7698 1.6567 -0.8342
S -0.0943 -2.4341 -0.8116
H -3.9181 0.1801 -1.2025
H -2.8838 0.7764 1.4628
H 3.3186 1.9565 -0.0183
H -0.8143 -0.8093 1.5734



18
Properties=species:S:1:pos:R:3 method="wB97M-V/def2-TZVPD" de_lowest_ev=0.000 spin_multiplicity=2 gap_ev="5.973 / 5.893" homo_ev="-6.3 / -6.3" fmax_ev_per_a=2.0 lumo_energy_ev="-0.301 / -0.381"
C -2.7915 0.1138 1.0103
C -2.7007 0.8928 -0.3042
O -2.1255 2.1321 -0.1648
H -3.3924 -0.8032 0.8962
H -1.7868 -0.1756 1.3588
H -3.2469 0.7365 1.7963
H -3.7342 0.9691 -0.7176
H -2.1514 0.2495 -1.0325
K 0.0834 3.4414 0.0303
O 2.6387 -0.7164 0.8484
C 2.3855 0.4323 0.2608
C 2.5809 -1.7920 -0.1074
O 2.2013 1.4791 0.8320
O 2.1899 0.2686 -1.0542
C 2.1325 -1.0790 -1.3391
H 1.8721 -2.5475 0.2599
H 3.5810 -2.2443 -0.1926
H 2.2640 -1.3572 -2.3806



47
Properties=species:S:1:pos:R:3 method="wB97M-V/def2-TZVPD" de_lowest_ev=0.175 spin_multiplicity=1 gap_ev=7.264 homo_ev=-8.1 fmax_ev_per_a=1.0 lumo_energy_ev=-0.854
O 4.3333 -1.3458 -5.1158
C 3.5723 -2.2573 -4.9369
O 2.4078 -2.3644 -5.5848
H 2.2707 -1.6030 -6.1702
C 3.7757 -3.3962 -3.9667
C 2.8767 -3.2107 -2.7412
C 3.2739 -1.9605 -1.9550
N 2.3893 -1.7493 -0.8287
C 2.5829 -2.3771 0.3594
S 3.7979 -3.4147 0.6937
S 1.3326 -1.9086 1.4873
C 0.5431 -0.8578 0.2999
C -0.5697 -0.1949 0.7051
C -1.4676 0.7311 0.0763
C -1.3464 1.1978 -1.2372
C -2.2486 2.0978 -1.7634
C -3.2992 2.5575 -0.9859
C -3.4512 2.1171 0.3169
C -2.5539 1.2086 0.8632
O -2.6443 0.7265 2.1271
C -3.6961 1.1577 2.9668
C -3.6241 2.6165 3.3499
C -4.7838 3.3110 3.6694
C -4.7201 4.6427 4.0378
C -3.4985 5.2934 4.0827
C -2.3403 4.6055 3.7647
C -2.4014 3.2711 3.4044
H -1.4974 2.7329 3.1593
H -1.3849 5.1072 3.7993
H -3.4503 6.3343 4.3651
H -5.6267 5.1744 4.2857
H -5.7386 2.8054 3.6299
H -3.5851 0.5390 3.8653
H -4.6693 0.9265 2.5133
H -4.2695 2.4988 0.9060
H -4.0082 3.2650 -1.3894
H -2.1328 2.4436 -2.7786
H -0.5303 0.8422 -1.8417
H -0.8473 -0.4024 1.7329
C 1.2881 -0.9161 -0.9586
O 1.0474 -0.3520 -2.0052
H 4.2934 -2.0612 -1.5755
H 3.2009 -1.0719 -2.5866
H 2.9687 -4.0843 -2.0932
H 1.8372 -3.1216 -3.0634
H 4.8228 -3.4212 -3.6659
H 3.5123 -4.3284 -4.4664



13
Properties=species:S:1:pos:R:3 method="wB97M-V/def2-TZVPD" spin_multiplicity=1 gap_ev=7.709 charge=+1 homo_ev=-13.5 fmax_ev_per_a=4.3 lumo_energy_ev=-5.789
C -5.0505 1.3570 -1.0620
H -6.0619 1.0597 -0.7571
H -5.3299 1.8680 -2.0026
H -4.5501 0.3901 -0.8677
Yb -5.2855 3.2178 1.8567
H -3.9994 2.1033 -0.8363
S -2.3535 4.0976 1.4128
O -3.1855 3.3201 0.3430
O -3.2726 4.0448 2.6508
C -1.0739 2.7911 1.8679
F -0.0097 2.9636 1.1023
F -0.7419 2.9566 3.1373
F -1.5554 1.5763 1.6920



96
Properties=species:S:1:pos:R:3 method="wB97M-V/def2-TZVPD" de_lowest_ev=0.300 spin_multiplicity=5 gap_ev="5.557 / 6.098" charge=+2 homo_ev="-12.8 / -12.8" fmax_ev_per_a=0.8 lumo_energy_ev="-7.247 / -6.709"
Mn 0.2080 -1.4436 -0.5287
C -0.5067 -2.2937 3.6448
O 0.1084 -3.4523 2.9652
C 0.2366 -3.1158 1.7181
N -0.2095 -1.9630 1.3350
C -0.6339 -1.2162 2.5386
C -2.0071 -0.6218 2.3791
C -2.2425 0.6756 2.8148
C -3.5060 1.2359 2.6789
C -4.5309 0.5030 2.1023
C -4.2997 -0.7968 1.6695
C -3.0430 -1.3606 1.8158
C 0.8980 -3.9821 0.7215
C 1.4726 -5.2300 0.8763
C 2.1579 -5.7538 -0.2161
C 2.2654 -5.0370 -1.4086
C 1.6288 -3.8127 -1.4705
N 0.9522 -3.3321 -0.4351
C 1.5947 -2.8354 -2.5763
N 0.9760 -1.7071 -2.4431
C 1.0930 -1.0115 -3.7763
C 2.1644 -1.8661 -4.4747
O 2.1999 -3.1062 -3.6998
C 1.3932 0.4718 -3.7170
C 2.4996 1.0256 -4.3524
C 2.7191 2.3974 -4.3230
C 1.8303 3.2322 -3.6674
C 0.7034 2.6909 -3.0641
C 0.4848 1.3252 -3.1010
H 0.1706 -2.0166 4.4475
H -1.4649 -2.6313 4.0318
H 0.1022 -0.4218 2.6878
H -1.4347 1.2548 3.2461
H -3.6864 2.2459 3.0202
H -5.5139 0.9392 1.9912
H -5.0997 -1.3655 1.2151
H -2.8679 -2.3741 1.4710
H 1.4157 -5.7497 1.8214
H 2.6321 -6.7218 -0.1334
H 2.8254 -5.4126 -2.2523
H 0.1314 -1.1523 -4.2811
H 3.1665 -1.4499 -4.4045
H 1.9260 -2.1311 -5.4995
H 3.2087 0.4142 -4.8915
H 3.5828 2.8108 -4.8255
H 2.0007 4.2996 -3.6447
H -0.0114 3.3384 -2.5734
H -0.4155 0.9259 -2.6558
Se 3.1182 -2.0317 2.1311
P 3.1042 -0.0463 1.4004
Se 1.3928 0.5243 0.0742
C 3.0397 1.1854 2.7255
C 3.4521 0.8183 4.0054
C 3.5006 1.7671 5.0167
C 3.1374 3.0793 4.7563
C 2.7288 3.4480 3.4810
C 2.6831 2.5077 2.4664
C 4.5762 0.3345 0.4205
C 4.5411 0.9746 -0.8142
C 5.7270 1.2761 -1.4689
C 6.9448 0.9475 -0.8943
C 6.9815 0.3067 0.3377
C 5.8035 -0.0027 0.9937
H 3.7274 -0.2078 4.2099
H 3.8258 1.4781 6.0064
H 3.1784 3.8173 5.5452
H 2.4544 4.4737 3.2756
H 2.3773 2.8151 1.4727
H 3.5987 1.2403 -1.2783
H 5.6949 1.7738 -2.4289
H 7.8678 1.1903 -1.4027
H 7.9296 0.0459 0.7873
H 5.8377 -0.5155 1.9474
C -3.5170 -0.8032 -2.5866
C -2.3528 -1.3208 -2.0596
N -1.6688 -0.6927 -1.0915
C -2.1479 0.4638 -0.6099
C -3.3240 1.0467 -1.0590
C -4.0001 0.3978 -2.0915
C -3.7119 2.3588 -0.4989
C -4.9053 2.8178 -0.1023
C -6.2044 2.1316 0.0566
C -7.3297 2.8873 0.3522
C -8.5233 2.2052 0.5346
N -8.6020 0.8812 0.4516
C -7.4658 0.2522 0.1825
N -6.2715 0.7944 -0.0204
H -4.0297 -1.3284 -3.3790
H -1.9346 -2.2518 -2.4279
H -1.5705 0.9291 0.1809
H -4.8872 0.8389 -2.5100
H -2.8803 3.0466 -0.3926
H -4.9251 3.8546 0.2120
H -7.2823 3.9629 0.4383
H -9.4412 2.7359 0.7573
H -7.5224 -0.8299 0.1206



85
Properties=species:S:1:pos:R:3 method="wB97M-V/def2-TZVPD" de_lowest_ev=0.000 spin_multiplicity=5 gap_ev="5.422 / 5.826" charge=+1 homo_ev="-9.0 / -10.5" fmax_ev_per_a=1.3 lumo_energy_ev="-3.612 / -4.693"
Ir 0.0256 -0.0426 -0.7217
N 7.2717 -0.5716 6.7136
C 6.4852 -0.5602 5.8761
C 5.4986 -0.5200 4.8340
C 4.5205 -1.5062 4.7424
C 3.5561 -1.4308 3.7532
C 3.5626 -0.3860 2.8345
C 4.5550 0.5901 2.9230
C 5.5151 0.5292 3.9151
C 2.5260 -0.2829 1.7743
C 1.2366 0.0765 2.1846
C 0.8204 0.3012 3.5201
C -0.4401 0.8666 3.4626
C -0.7573 0.9897 2.1066
N 0.2203 0.4992 1.3271
C 2.9403 -0.4482 0.4453
C 4.2793 -0.6158 0.0037
C 4.2431 -0.6958 -1.3720
C 2.8942 -0.6111 -1.7359
N 2.1002 -0.4765 -0.6635
H 4.5231 -2.3270 5.4466
H 2.7972 -2.2005 3.6846
H 4.5615 1.4089 2.2143
H 6.2800 1.2905 3.9887
H 1.3890 0.0645 4.4051
H -1.0559 1.1751 4.2926
H -1.6277 1.4556 1.6687
H 5.1495 -0.6557 0.6377
H 5.0760 -0.8176 -2.0458
H 2.4946 -0.6824 -2.7363
Br -0.0749 -0.2904 -3.3836
C -1.9656 -0.0237 -3.4344
C -2.5506 0.1586 -4.6516
C -3.9444 0.3374 -4.7172
C -4.6872 0.2828 -3.5730
C -4.0835 0.0474 -2.3156
C -4.8706 -0.0950 -1.1488
C -4.2814 -0.3792 0.0504
C -2.8812 -0.4843 0.1438
C -2.0451 -0.2690 -0.9338
C -2.6681 -0.0791 -2.2110
H -1.9533 0.1543 -5.5536
H -4.4139 0.5044 -5.6769
H -5.7625 0.4132 -3.6101
H -5.9477 -0.0051 -1.2281
H -4.8848 -0.5247 0.9378
H -2.4651 -0.7333 1.1116
C -2.2087 3.4678 -1.7880
N -1.0437 4.1742 -1.2715
C -0.8491 5.5005 -1.8482
C 0.0371 3.3914 -0.9505
O 0.0965 2.2080 -1.3442
N 1.0095 3.9239 -0.1815
C 2.1977 3.1307 0.0991
C 0.8053 5.0732 0.6892
H -3.0715 4.1274 -1.7015
H -2.3881 2.5706 -1.1995
H -2.0909 3.1763 -2.8372
H -0.8588 5.4436 -2.9414
H 0.1013 5.9255 -1.5412
H -1.6517 6.1670 -1.5313
H 2.3682 2.4174 -0.7029
H 2.0833 2.5823 1.0396
H 3.0590 3.7939 0.1777
H -0.2484 5.3321 0.7321
H 1.3794 5.9401 0.3565
H 1.1381 4.8136 1.6959
C -2.6240 -3.8924 -1.9037
C -1.9476 -4.3201 -0.6001
C -3.0104 -4.7572 0.4012
C -0.9547 -5.4593 -0.8584
N -1.3062 -3.1381 0.0037
N -0.1687 -2.6223 -0.6741
H -3.0975 -4.7550 -2.3736
H -1.9160 -3.4808 -2.6297
H -3.3830 -3.1345 -1.7009
H -3.6669 -5.5023 -0.0474
H -3.6146 -3.8983 0.6996
H -2.5564 -5.1958 1.2933
H -1.4857 -6.3581 -1.1740
H -0.3935 -5.6954 0.0490
H -0.2424 -5.2019 -1.6458
H -1.0659 -3.2955 0.9728
H -0.2839 -2.7990 -1.6652
H 0.6924 -3.0838 -0.3835